# 1
DFT (ωB97M-V with the def2-TZVPD basis set) results for a gas-phase ion, HO3P2S2 (charge -1).

XYZ file:
```
8
Properties=species:S:1:pos:R:3:forces:R:3:mulliken_charge:R:1
O -0.70511 2.64326 1.17789 0.82 -0.95 -0.30 -0.563
O -0.26157 -1.04254 -1.76300 0.79 0.11 0.41 -0.525
O -0.93047 -1.51163 1.45800 -0.75 -0.71 -0.21 -0.554
P -0.38385 1.46335 0.27557 -1.55 0.66 0.50 0.195
P 0.26505 -0.63338 1.36645 0.92 1.26 -0.08 0.209
S 1.72886 1.21947 -0.55124 0.26 0.44 -0.14 -0.176
S 1.21582 -0.66753 -0.78056 -1.04 -1.43 -0.32 0.077
H -0.92872 -1.47100 -1.18310 0.55 0.61 0.14 0.338
```
Positions in Å, forces in eV/Å.

Relative energy (zero: lowest compared OMol25 entry of this formula, charge and spin) (kcal per mole): 97.1
Total charge: -1
HOMO-LUMO gap (alpha / beta) (eV): 6.1 / 6.1



# 2
DFT (ωB97M-V with the def2-TZVPD basis set) results for a gas-phase ion, HO3P2S2 (charge -1).

XYZ file:
```
8
Properties=species:S:1:pos:R:3:forces:R:3:mulliken_charge:R:1
O -2.24341 -1.58193 -0.79119 -0.14 -0.18 0.03 -0.538
O 1.42492 1.38282 -0.86117 -0.91 1.18 1.63 -0.519
O 1.16492 -1.60369 1.40405 1.80 -1.32 0.08 -0.539
P -0.98175 -0.77404 -0.79679 -0.07 0.13 0.19 0.142
P -0.07075 -0.81506 1.39346 -1.69 1.32 -0.40 0.240
S -1.41431 1.48481 -0.01574 -1.08 -0.14 -0.42 -0.203
S 0.39932 1.41691 0.64796 2.00 0.06 -1.10 0.078
H 1.72105 0.49019 -0.98058 0.08 -1.05 0.00 0.340
```
Positions in Å, forces in eV/Å.

Relative energy (zero: lowest compared OMol25 entry of this formula, charge and spin) (kcal per mole): 91.4
Total charge: -1
HOMO-LUMO gap (eV): 6.5



# 3
DFT (ωB97M-V with the def2-TZVPD basis set) results for a molecular structure, HO3PtS.

XYZ file:
```
6
Properties=species:S:1:pos:R:3:forces:R:3:mulliken_charge:R:1
S -0.33005 0.14972 0.95616 -0.16 0.00 -2.29 0.715
O 0.65827 -0.99934 0.63922 -3.66 -1.69 3.83 -0.455
O -1.18514 0.14230 -0.72016 1.39 0.50 2.26 -0.551
Pt 1.61431 0.16091 -0.56307 6.29 0.28 -7.45 0.364
O 0.63639 1.31902 0.64511 -3.91 1.06 3.40 -0.425
H -1.39377 -0.77261 -0.95726 0.05 -0.16 0.25 0.352
```
Positions in Å, forces in eV/Å.

2S+1: 4
HOMO-LUMO gap (alpha / beta) (eV): 6.9 / 8.1



# 4
DFT (ωB97M-V with the def2-TZVPD basis set) results for 2 unconnected molecules or ions with the total composition HO3S2.

XYZ file:
```
6
Properties=species:S:1:pos:R:3:forces:R:3:mulliken_charge:R:1
O 2.61083 0.88373 -0.14668 -0.73 -2.52 1.42 -0.466
O 3.13976 -1.48820 -0.43538 -0.82 0.46 1.01 -0.436
O -0.36251 -0.73233 0.55192 1.34 -1.55 1.05 -0.516
S -1.79007 -1.38452 -0.14900 -0.39 0.17 -0.40 -0.662
S 2.43811 -0.50537 0.38335 1.17 1.88 -2.40 0.788
H -0.17037 0.16831 0.39691 -0.57 1.57 -0.68 0.292
```
Positions in Å, forces in eV/Å.

Relative energy (zero: lowest compared OMol25 entry of this formula, charge and spin) (kcal per mole): 26.9
Total charge: -1
HOMO-LUMO gap (alpha / beta) (eV): 4.7 / 4.7



# 5
DFT (ωB97M-V with the def2-TZVPD basis set) results for a gas-phase ion, HO5S2 (charge -1).

XYZ file:
```
8
Properties=species:S:1:pos:R:3:forces:R:3:mulliken_charge:R:1
O 2.60167 -1.69823 -1.41718 -1.91 0.35 1.13 -0.604
O 0.11102 -1.78570 -1.45174 1.36 0.51 0.88 -0.545
O 0.52459 -0.86665 2.22305 1.15 1.56 -1.13 -0.518
O 1.29412 0.32608 -0.25691 -1.86 -0.96 0.38 -0.553
O 0.70707 1.56155 1.91622 0.44 -0.36 0.06 -0.521
S 1.32477 -1.59096 -0.62982 0.93 -1.43 -2.64 0.737
S 1.36509 0.26791 1.75501 -1.35 -0.25 1.86 0.689
H 1.96013 0.91104 -0.57213 1.23 0.58 -0.53 0.314
```
Positions in Å, forces in eV/Å.

Relative energy (zero: lowest compared OMol25 entry of this formula, charge and spin) (kcal per mole): 13.6
Total charge: -1
HOMO-LUMO gap (eV): 9.2



# 6
DFT (ωB97M-V with the def2-TZVPD basis set) results for a molecular structure, HOP.

XYZ file:
```
3
Properties=species:S:1:pos:R:3:forces:R:3:mulliken_charge:R:1
O -2.59410 0.41441 0.00223 4.99 -4.09 0.00 -0.446
P -0.87769 -1.00575 0.00162 -3.61 5.54 0.02 0.326
H 0.16964 0.13168 0.01943 -1.38 -1.45 -0.02 0.120
```
Positions in Å, forces in eV/Å.

Relative energy (zero: lowest compared OMol25 entry of this formula, charge and spin) (kcal per mole): 117.1
HOMO-LUMO gap (alpha / beta) (eV): 6.9 / 6.9



# 7
DFT (ωB97M-V with the def2-TZVPD basis set) results for a molecular structure, I2O2S.

XYZ file:
```
5
Properties=species:S:1:pos:R:3:forces:R:3:mulliken_charge:R:1
O -1.86151 -0.07639 -1.16446 -0.15 1.17 0.13 -0.369
O -1.00885 -0.50254 1.01871 -0.61 1.28 0.11 -0.353
S -1.51651 0.50739 0.10909 0.20 -2.79 -0.16 0.648
I 2.77440 -1.18686 -0.22103 -0.55 0.98 0.20 0.047
I 1.61247 1.25840 0.25768 1.12 -0.63 -0.28 0.026
```
Positions in Å, forces in eV/Å.

Relative energy (zero: lowest compared OMol25 entry of this formula, charge and spin) (kcal per mole): 6.6
HOMO-LUMO gap (eV): 7.3



# 8
DFT (ωB97M-V with the def2-TZVPD basis set) results for a single I2OS molecule.

XYZ file:
```
4
Properties=species:S:1:pos:R:3:forces:R:3:mulliken_charge:R:1
O 0.41201 1.79175 -0.10154 -3.90 -6.04 0.47 -0.423
S -0.57810 0.33823 -0.05192 4.08 5.02 -0.03 0.150
I -0.15416 -1.11282 2.04626 0.02 0.75 -1.09 0.099
I 0.32025 -1.01716 -1.89279 -0.19 0.26 0.64 0.174
```
Positions in Å, forces in eV/Å.

Relative energy (zero: lowest compared OMol25 entry of this formula, charge and spin) (kcal per mole): 36.7
HOMO-LUMO gap (alpha / beta) (eV): 7.4 / 7.4



# 9
DFT (ωB97M-V with the def2-TZVPD basis set) results for a molecular structure, I9O4TlV2.

XYZ file:
```
16
Properties=species:S:1:pos:R:3:forces:R:3:mulliken_charge:R:1
O -3.72750 0.28163 0.73187 0.29 -0.28 -0.98 -0.475
V -3.78711 1.79832 0.43541 2.31 -1.09 1.69 1.207
O -4.72659 2.18384 1.62724 -0.88 1.73 -0.02 -0.678
O -1.69678 -0.90228 -0.60994 -0.86 0.78 -0.49 -0.676
V -0.29786 -1.24800 0.00162 3.03 0.13 1.73 1.158
O 0.86237 -0.15614 -0.05653 -1.74 -0.30 -0.32 -0.410
Tl 0.91384 1.42896 3.99814 0.56 -0.20 -0.48 0.531
I 0.86960 -3.45983 0.13160 0.11 -1.32 -0.81 -0.126
I 0.48451 -1.65902 3.06788 -0.52 1.00 0.40 -0.470
I 0.59506 0.67811 -3.38406 0.56 -1.30 -0.08 -0.179
I -1.19054 2.71440 0.96160 -1.63 -0.43 -0.54 -0.130
I 2.42111 3.34213 -1.30289 -0.43 0.23 -0.18 -0.794
I 1.51965 -2.58530 -3.79346 0.11 1.62 -0.02 -0.262
I 5.22636 -1.65996 -2.02999 0.36 -0.28 -0.13 -0.951
I 4.46516 2.58570 3.94130 -0.50 -0.08 0.40 -0.859
I -1.93126 -3.34257 -3.71979 -0.79 -0.20 -0.17 -0.886
```
Positions in Å, forces in eV/Å.

Total charge: -4
HOMO-LUMO gap (eV): 2.2



# 10
DFT (ωB97M-V with the def2-TZVPD basis set) results for a molecular structure, ILi.

XYZ file:
```
2
Properties=species:S:1:pos:R:3:forces:R:3:mulliken_charge:R:1
Li -0.85493 0.58165 -0.72356 -0.11 0.08 -0.10 -0.508
I 0.85493 -0.58165 0.72356 0.11 -0.08 0.10 -0.492
```
Positions in Å, forces in eV/Å.

Relative energy (zero: lowest compared OMol25 entry of this formula, charge and spin) (kcal per mole): 0.0
Total charge: -1
2S+1: 2
HOMO-LUMO gap (alpha / beta) (eV): 3.5 / 8.0



| no. | energy (a.u.) |
| --- | --- |
| 1 | -1705.4788 |
| 2 | -1705.4880 |
| 3 | -743.5818 |
| 4 | -1022.6895 |
| 5 | -1173.2296 |
| 6 | -416.9617 |
| 7 | -1144.0462 |
| 8 | -1068.7359 |
| 9 | -5040.6810 |
| 10 | -305.2919 |